The following is a quantum chemistry calculation of a 13-piece molecular cluster, C97H219N13O18 overall in a non-equilibrium geometry, from OMol25.

CARTESIAN COORDINATES (ANGSTROEM)
C 6.255257 4.556786 -1.345250
C 6.389122 6.031695 -0.785239
C 7.280501 6.152741 0.473411
O 6.734647 5.396721 1.547484
C 7.689765 4.451858 2.103344
N 6.864970 6.980534 -1.794190
H 7.155925 3.984836 -1.568351
H 5.583111 4.519349 -2.202524
H 5.746107 3.896798 -0.642909
H 5.375000 6.266548 -0.461989
H 7.179857 7.175251 0.837360
H 8.323646 6.027362 0.183183
H 8.177484 3.857809 1.330467
H 7.269850 3.712095 2.784897
H 8.352870 4.999754 2.772836
H 7.605492 6.578991 -2.351416
H 7.074235 7.799460 -1.241323
C -6.575721 -1.734867 -1.566754
O -6.460931 -2.212131 -0.271474
C -6.103952 -3.561709 -0.084516
C -7.292389 -4.484907 -0.242406
N -8.339225 -4.112814 0.773408
C -9.684516 -4.568715 0.480010
C -10.482199 -3.851799 -0.654946
O -11.735195 -4.502862 -0.924528
C -12.286656 -4.575717 -2.283317
H -5.749319 -2.004951 -2.224194
H -6.552368 -0.645366 -1.543337
H -7.441013 -2.078502 -2.133571
H -5.522992 -3.627023 0.835436
H -5.367004 -3.710419 -0.873752
H -6.931776 -5.505921 -0.117538
H -7.593611 -4.498655 -1.289868
H -8.225938 -3.133744 0.994052
H -10.323567 -4.443387 1.354078
H -9.767866 -5.655518 0.479245
H -9.840525 -3.670287 -1.517158
H -10.777988 -2.869595 -0.286330
H -11.502327 -4.685831 -3.032188
H -12.889120 -3.680464 -2.437149
H -13.048708 -5.344666 -2.410149
C 2.442371 -3.496544 -8.210100
O 3.470674 -2.544838 -8.647668
C 4.351591 -2.065348 -7.689708
C 3.643988 -1.188736 -6.674474
N 2.542887 -0.446319 -7.192598
C 1.995662 0.565643 -6.257853
C 3.005193 1.690897 -6.117543
O 3.848709 1.504473 -4.965040
C 4.465817 2.664872 -4.545878
H 2.951581 -4.334503 -7.734040
H 1.914098 -3.924103 -9.062293
H 1.799838 -3.008262 -7.477410
H 5.056611 -1.573912 -8.360177
H 4.853337 -2.946991 -7.290912
H 4.346186 -0.482264 -6.231853
H 3.325664 -1.853220 -5.871208
H 2.815188 -0.021512 -8.067514
H 1.738790 0.050841 -5.332050
H 1.235947 1.253050 -6.629878
H 2.332951 2.509810 -5.861453
H 3.621254 1.809339 -7.008911
H 5.117556 3.113362 -5.295664
H 4.926547 2.617880 -3.559151
H 3.762211 3.472126 -4.342429
C 0.449700 -10.512258 2.841956
O -0.008895 -9.923940 1.639285
C 0.120608 -10.616454 0.390348
C -0.268098 -9.822352 -0.832020
N -0.218957 -8.359981 -0.611766
C 1.031629 -7.685924 -0.636754
C 1.317026 -6.112468 -0.655967
O 2.755624 -5.758141 -0.659459
C 3.010598 -4.264933 -0.684164
H -0.333226 -11.101924 3.318820
H 0.790294 -9.706195 3.491851
H 1.241690 -11.211116 2.572778
H -0.430423 -11.546719 0.252263
H 1.077215 -11.114737 0.233110
H -1.298467 -9.992645 -1.144181
H 0.267443 -10.266580 -1.671042
H -0.344996 -8.358870 0.390329
H 1.253216 -8.018429 -1.650878
H 1.690429 -8.213323 0.053118
H 0.727437 -5.580159 0.090446
H 0.824110 -5.773572 -1.567168
H 3.879768 -4.053394 -0.061354
H 2.204914 -3.576267 -0.429772
H 3.283709 -4.182884 -1.736200
C 1.362266 6.613786 -5.773555
O 1.574043 7.031683 -4.377341
C 2.035633 6.013100 -3.450716
C 2.172317 6.435476 -1.973596
N 1.289401 7.600058 -1.550938
C 1.643908 8.296425 -0.336959
C 3.150302 8.708972 -0.222238
O 3.580538 9.503719 0.765019
C 5.016921 9.557252 1.068929
H 2.277649 6.563445 -6.363176
H 0.682961 7.320690 -6.249937
H 0.918383 5.619534 -5.823985
H 3.016302 5.582039 -3.652128
H 1.387272 5.137432 -3.481453
H 3.213904 6.711137 -1.808654
H 1.982293 5.569892 -1.338967
H 1.220068 8.116622 -2.416064
H 1.412714 7.592708 0.462682
H 1.089023 9.189471 -0.049410
H 3.478154 9.204288 -1.136169
H 3.600713 7.727459 -0.074402
H 5.313335 9.744018 2.101085
H 5.329155 10.366892 0.409312
H 5.532091 8.696105 0.643329
C -1.370110 -3.400457 -10.153946
O -1.763551 -2.126479 -9.675087
C -0.756035 -1.058111 -9.601601
C -0.893972 -0.117856 -8.367783
N -0.546547 -0.726601 -7.075089
C -1.349443 -1.854824 -6.665840
C -0.867535 -2.307770 -5.140685
O 0.545518 -2.534273 -5.161343
C 1.139596 -2.863737 -3.945384
H -0.575230 -3.790489 -9.518223
H -1.047183 -3.399788 -11.195009
H -2.238683 -4.058954 -10.145313
H -0.679913 -0.468183 -10.515001
H 0.154018 -1.644867 -9.476568
H -1.827155 0.392917 -8.130311
H -0.136058 0.652371 -8.510706
H 0.461525 -0.784512 -7.052215
H -1.133018 -2.672901 -7.352871
H -2.437113 -1.869742 -6.735602
H -1.421142 -3.189571 -4.818157
H -1.046676 -1.608351 -4.324092
H 1.307647 -1.932393 -3.404582
H 2.102994 -3.343750 -4.117253
H 0.671560 -3.663078 -3.370854
C -3.461645 3.189616 -8.268557
C -3.129545 3.370203 -6.748913
C -1.602887 3.319612 -6.582709
C -1.173746 3.872435 -5.200212
C -1.690655 5.271217 -5.003007
C -3.169398 5.310944 -4.976391
N -3.695546 4.667565 -6.224761
O -5.066096 4.849304 -6.343954
C -3.693750 4.711828 -3.671319
C -3.474600 6.926501 -5.060937
C -3.695883 2.166443 -5.923030
H -3.008758 2.261480 -8.617217
H -2.989817 4.068767 -8.707363
H -4.529634 3.136787 -8.480012
H -1.406314 2.254750 -6.458087
H -1.137061 3.817982 -7.432844
H -0.088374 3.972399 -5.208706
H -1.530514 3.168280 -4.448564
H -1.326314 6.037749 -5.686952
H -1.327430 5.598363 -4.028761
H -3.809900 5.364404 -2.806025
H -4.705147 4.375030 -3.898827
H -3.159471 3.839289 -3.295387
H -4.549950 7.078981 -5.153044
H -3.178962 7.320924 -4.088764
H -2.989258 7.456312 -5.880589
H -3.395505 2.141817 -4.875528
H -3.521397 1.190279 -6.375527
H -4.783471 2.222052 -5.969608
H -5.118683 5.661983 -6.852269
C -1.905283 5.084542 10.665745
C -0.975226 3.840242 10.897130
C -1.528118 3.097627 12.096148
C -2.788949 2.268519 11.697087
C -2.526339 1.295208 10.520988
C -2.065583 2.054919 9.240409
N -0.999302 2.939342 9.733040
O -0.236682 3.398520 8.667407
C -1.402998 0.872269 8.420258
C -3.292552 2.614216 8.505710
C 0.510614 4.207270 11.255240
H -1.615395 5.936842 11.280273
H -2.973743 4.869409 10.651148
H -1.567596 5.265683 9.645319
H -0.785210 2.515088 12.640969
H -1.870599 3.876990 12.776878
H -3.655866 2.918970 11.581027
H -3.129185 1.605750 12.492745
H -3.449944 0.764967 10.288811
H -1.800000 0.519924 10.764815
H -0.503407 0.601501 8.973001
H -2.042977 -0.008594 8.369255
H -1.294911 1.190615 7.383403
H -4.081230 1.923549 8.207292
H -3.735872 3.422627 9.087130
H -2.928634 3.051395 7.575914
H 1.092758 3.285755 11.251311
H 0.573869 4.744945 12.201282
H 0.794895 4.867133 10.435563
H 0.469467 2.750007 8.618617
C -2.436649 -4.266206 2.594159
C -2.285345 -5.752966 2.583783
C -0.880271 -6.241840 2.832023
C -0.596133 -6.454725 4.399579
C -1.709142 -7.250857 5.231945
C -3.195377 -6.757581 4.915182
N -3.395015 -6.353116 3.436361
O -4.805253 -5.998161 3.061752
C -4.176324 -7.944211 5.291441
C -3.267856 -5.532624 5.915721
C -2.676510 -6.224019 1.111066
H -2.187242 -3.843847 3.567565
H -3.400839 -3.817593 2.355050
H -1.844210 -3.741418 1.844683
H -0.695473 -7.230897 2.412817
H -0.107218 -5.534984 2.530623
H -0.517294 -5.495818 4.911829
H 0.334663 -6.971760 4.632819
H -1.416698 -7.066333 6.265637
H -1.442192 -8.215970 4.801345
H -4.113657 -8.164143 6.357173
H -5.206599 -7.729212 5.007876
H -3.838252 -8.842846 4.775418
H -4.200943 -4.984440 5.785580
H -3.268335 -5.798033 6.972915
H -2.679775 -4.623695 5.788840
H -3.034917 -7.248189 1.007633
H -1.723260 -6.305877 0.588838
H -3.391354 -5.568202 0.614064
H -5.153697 -6.773690 2.615936
C 1.451411 2.189611 -1.556792
C 0.270481 2.411894 -0.550042
C -1.103867 2.465688 -1.324190
C -1.479228 1.024010 -1.679764
C -1.703963 0.274130 -0.360032
C -0.332251 0.094187 0.422368
N 0.306329 1.429721 0.541346
O 1.486321 1.379312 1.279925
C -0.630014 -0.271439 1.817009
C 0.666057 -0.913801 -0.247939
C 0.327265 3.771247 0.095833
H 1.230337 1.396702 -2.271303
H 1.600239 3.108997 -2.123068
H 2.423880 1.877587 -1.175939
H -1.889543 2.895394 -0.702766
H -0.988331 2.931297 -2.302936
H -2.383207 1.104672 -2.283441
H -0.748566 0.550266 -2.335357
H -2.195371 -0.581474 -0.823242
H -2.584341 0.768582 0.050507
H -1.501038 -0.923107 1.885840
H -0.799246 0.563611 2.496827
H 0.161398 -0.863961 2.276004
H 0.156772 -1.877171 -0.222522
H 1.517609 -0.938268 0.432028
H 1.174182 -0.835584 -1.209080
H -0.465885 3.777642 0.843475
H 1.277255 4.005552 0.576161
H -0.036639 4.589746 -0.525245
H 1.161684 1.833522 2.060895
C -5.364147 -1.186754 4.950866
C -5.384980 0.318660 5.140925
C -3.918790 0.862930 5.112075
C -3.478432 0.985203 3.605864
C -4.433647 1.915957 2.793996
C -5.913206 1.335719 2.838893
N -6.297129 1.041869 4.228019
O -7.650932 0.866114 4.505734
C -6.744096 2.449338 2.182976
C -5.992781 0.068574 2.030065
C -5.804017 0.631908 6.624542
H -4.900895 -1.741239 5.766991
H -4.728331 -1.530528 4.134985
H -6.374898 -1.547117 4.759505
H -3.838749 1.856781 5.552458
H -3.238428 0.095604 5.481429
H -3.322203 0.036663 3.092084
H -2.448872 1.338574 3.548953
H -4.180523 2.040998 1.741193
H -4.445826 2.880438 3.301655
H -6.729505 3.338753 2.812924
H -6.439281 2.764568 1.185072
H -7.824123 2.323655 2.259432
H -6.926706 -0.473775 2.177573
H -5.919478 0.146773 0.945346
H -5.186933 -0.594385 2.345017
H -5.710881 1.686072 6.885629
H -5.313226 -0.024439 7.343177
H -6.864595 0.565088 6.867031
H -7.874433 0.067430 4.022254
C 2.682434 2.369171 4.465651
C 3.432507 1.143102 4.867032
C 2.386980 0.571121 5.851399
C 2.619811 -0.934298 6.126228
C 2.605019 -1.763964 4.843085
C 3.584399 -1.285131 3.780704
N 3.544039 0.236913 3.682089
O 4.170625 0.783372 2.559463
C 5.063238 -1.698865 4.061872
C 3.178983 -2.154245 2.603353
C 4.796732 1.499216 5.470025
H 2.345783 3.018009 5.274220
H 1.674557 2.149537 4.113437
H 3.250869 3.000369 3.782587
H 2.474756 1.063611 6.819822
H 1.392630 0.720180 5.430491
H 1.917370 -1.308565 6.870947
H 3.581675 -1.128702 6.600712
H 1.546911 -1.538403 4.710236
H 2.800615 -2.770324 5.213317
H 5.181612 -2.690416 4.498822
H 5.674498 -1.631327 3.161931
H 5.588238 -1.118733 4.820766
H 2.223886 -1.741740 2.278190
H 3.857889 -1.966330 1.771560
H 3.059763 -3.172360 2.973915
H 5.362451 1.792615 4.585730
H 5.243421 0.576497 5.840366
H 4.753201 2.272726 6.236756
H 3.427281 0.753338 1.952732
C 6.544170 -2.007779 -1.691148
C 6.819504 -0.600199 -2.203293
C 8.206280 -0.087980 -1.858251
C 9.298479 -0.670138 -2.706750
C 8.979280 -0.143930 -4.082494
C 7.615870 -0.548404 -4.727404
N 6.554488 -0.308216 -3.696733
O 5.255349 -0.641768 -4.063232
C 7.291133 0.413673 -5.925712
C 7.716090 -1.983645 -5.060265
C 5.791079 0.329693 -1.538342
H 7.426793 -2.606921 -1.915019
H 5.610337 -2.474684 -2.004265
H 6.458288 -2.021278 -0.604624
H 8.361418 0.973658 -1.666031
H 8.312510 -0.612116 -0.908460
H 9.277166 -1.758789 -2.756662
H 10.296354 -0.405296 -2.357169
H 9.856360 -0.433716 -4.661155
H 9.183457 0.923920 -4.160713
H 6.251686 0.515049 -6.237723
H 7.563902 1.368913 -5.477151
H 7.959602 0.490297 -6.783245
H 8.679639 -2.427245 -5.311086
H 7.426482 -2.613179 -4.218892
H 7.077891 -2.345377 -5.866455
H 5.657110 0.048784 -0.493713
H 4.754659 0.251207 -1.866652
H 6.156886 1.352967 -1.453530
H 4.787981 0.180841 -4.225965

Atomic forces in eV per Å
C -0.351 0.424 0.615
C 0.398 -1.928 -0.219
C -1.487 0.343 -0.097
O 1.205 -1.675 0.215
C -0.515 0.519 0.272
N -1.336 -0.632 0.577
H 0.447 0.547 -0.252
H 0.235 0.360 -0.308
H -0.066 0.319 0.520
H -0.100 0.356 -0.119
H 0.233 0.453 -0.279
H 0.199 -0.659 0.410
H 0.319 0.361 -0.122
H -0.971 0.196 -0.252
H 0.639 0.075 -0.447
H 0.346 0.468 0.270
H 0.751 0.413 -0.805
C 0.253 0.220 -0.984
O -0.410 0.851 1.169
C 0.682 0.430 -1.330
C -0.178 0.090 1.153
N 0.917 -1.030 -1.448
C -1.328 0.291 0.642
C -0.328 -0.009 0.036
O -0.101 -1.194 -0.896
C 0.429 1.039 1.227
H 0.602 -0.327 0.176
H -0.322 -0.007 0.190
H -0.544 -0.014 0.319
H -0.598 -0.135 0.383
H 0.176 -0.881 -0.206
H -0.114 -0.220 0.533
H -0.539 0.520 -0.164
H -0.438 0.083 -0.152
H 0.178 0.598 0.428
H 0.580 -0.207 -1.023
H -0.138 -0.355 -0.454
H 0.362 0.314 0.119
H -0.018 0.052 0.000
H 0.399 0.464 -0.323
H 0.526 -0.599 0.637
C 1.637 0.841 0.400
O -2.396 -1.489 -1.567
C -0.254 -0.301 -1.005
C 1.075 -0.066 1.161
N -2.194 0.127 -0.714
C 2.529 0.145 -1.222
C -0.031 -0.209 2.639
O -0.199 -0.547 -0.186
C -0.039 2.018 0.475
H 0.065 -0.176 0.261
H 0.041 0.578 -0.126
H -0.331 -0.112 -0.145
H 0.390 0.598 0.582
H 0.311 0.235 0.864
H 0.450 -0.400 0.150
H -0.319 0.165 0.246
H -0.164 0.116 -0.161
H -0.174 0.426 0.065
H -1.174 -1.545 -0.597
H 0.680 0.997 -0.314
H -0.179 0.334 -0.151
H 0.548 -0.336 -0.052
H 0.529 -0.943 -0.279
H -0.816 0.101 -0.256
C 0.039 -0.622 -0.996
O -0.562 0.289 -1.350
C 0.385 -1.736 0.343
C -0.431 1.199 -0.304
N -2.040 0.834 1.852
C 3.295 -0.520 -2.372
C -0.723 -0.412 -0.330
O -2.163 0.727 1.079
C 0.240 -2.279 -1.086
H -0.185 0.112 0.126
H 0.050 -0.174 -0.017
H 0.426 0.068 0.409
H -1.135 -0.128 0.974
H 1.082 0.950 0.549
H -0.227 -0.159 0.521
H 0.617 0.666 -0.176
H -1.486 0.166 0.333
H 1.705 0.406 -0.222
H 0.714 0.437 0.186
H 0.480 0.008 0.758
H 0.317 0.172 -0.490
H -0.121 -0.240 0.059
H -0.373 -0.520 0.136
H 0.067 0.870 0.044
C 0.279 -0.165 1.340
O 0.447 -0.756 -0.292
C -0.632 -0.322 -0.109
C -0.271 1.880 0.639
N 0.207 -1.293 -1.498
C 0.972 0.551 1.190
C 0.169 -2.281 -1.967
O 0.466 1.757 4.452
C -1.199 0.248 -2.454
H 0.331 0.223 0.275
H 0.075 0.094 0.319
H -0.112 0.001 0.182
H 0.312 0.370 -0.772
H -0.627 0.061 -0.279
H 0.152 -0.017 -0.082
H -0.135 -0.100 -0.049
H -0.128 0.828 0.355
H 0.225 -0.037 0.317
H -0.694 -0.013 -0.871
H -0.117 -0.575 -0.931
H 0.777 -0.189 -0.585
H -0.758 -0.127 -0.026
H 0.587 0.391 0.383
H -0.164 -0.478 0.396
C 0.136 0.635 0.002
O -0.565 1.361 -0.044
C -0.563 -1.481 0.707
C 0.328 -0.998 0.854
N -1.315 1.481 -0.505
C 2.454 -1.745 2.195
C -0.130 0.348 -1.551
O -0.642 -0.575 -1.240
C 0.636 -0.134 0.087
H 0.127 -0.304 -0.004
H 0.307 0.281 -0.146
H -0.037 0.131 0.404
H -0.316 -0.131 -0.264
H 0.654 0.548 0.080
H -0.436 -0.122 -1.123
H -0.027 0.247 -0.254
H -0.068 -1.256 0.382
H 0.253 -0.766 0.346
H -0.074 1.311 0.242
H 0.081 -0.525 -0.313
H -0.356 0.833 -0.361
H -0.068 -0.159 0.688
H 0.326 0.440 -0.493
H -0.910 0.330 0.236
C 0.249 0.466 1.484
C -1.343 -0.812 0.868
C -0.752 0.181 1.383
C 0.451 0.519 -1.926
C 0.766 -0.173 0.889
C -0.749 2.109 -0.842
N 2.663 0.513 -0.021
O -0.580 -0.643 0.024
C -1.403 -0.375 -0.091
C -0.880 -2.138 0.700
C -1.014 0.262 -0.714
H 0.154 0.135 -0.078
H -0.218 -0.151 -0.612
H 0.035 0.226 0.108
H 0.521 -0.139 -1.051
H 0.393 -0.143 0.130
H 0.178 -0.669 0.378
H 0.296 0.232 0.183
H 0.270 -0.555 -0.450
H -0.067 0.284 0.252
H 0.320 0.492 -0.269
H -0.194 -0.152 0.190
H 0.268 -0.011 -0.312
H -0.078 0.092 0.075
H 0.144 0.229 -0.146
H 0.241 -0.381 0.021
H 0.105 0.109 -0.102
H 0.627 0.000 -0.114
H -0.203 0.253 0.330
H -0.237 0.025 -0.190
C 1.977 -0.549 -1.232
C -0.749 -0.231 1.057
C -1.615 -0.591 0.067
C 0.689 -1.051 0.504
C -0.691 1.457 -0.095
C -0.344 -2.664 1.590
N 0.010 -1.023 0.147
O 0.352 0.822 -0.729
C -0.720 1.408 0.006
C 0.900 1.139 -0.283
C -1.596 0.331 -1.497
H -0.287 -0.077 0.143
H 0.207 -0.034 0.288
H -0.579 0.954 -0.277
H 0.049 -0.310 -0.286
H 0.113 -0.026 0.302
H 0.098 0.127 -0.644
H 0.282 0.157 0.551
H -0.125 -0.023 -0.056
H 0.212 0.259 0.343
H 0.284 -0.022 -0.528
H -0.279 0.098 0.299
H 0.743 -0.079 -0.032
H 0.396 -0.384 0.448
H -0.136 -0.013 -0.002
H -0.071 0.272 -0.150
H 0.097 0.163 0.096
H -0.090 -0.164 -0.013
H 0.708 0.023 0.194
H 0.278 0.064 -0.183
C 0.480 2.020 0.275
C -3.834 -0.610 -2.279
C 0.539 -1.221 3.729
C -1.464 0.818 0.434
C 0.829 1.041 -3.597
C 0.884 0.838 0.489
N 0.456 -2.002 1.566
O 2.692 0.524 1.037
C 0.850 1.163 -0.442
C -2.206 0.588 -0.464
C 1.049 -0.050 0.413
H 0.268 0.034 0.137
H -0.605 -0.923 0.173
H 0.741 -0.281 -0.034
H -0.166 0.097 -0.478
H -0.331 0.035 -0.538
H 0.170 0.413 -0.326
H 0.176 0.005 -0.520
H -0.481 -0.646 0.016
H -0.902 -0.809 0.855
H -0.069 0.205 0.063
H 0.053 0.082 0.123
H -0.034 0.067 -0.189
H -0.843 -0.514 -0.053
H 0.272 -0.345 -0.073
H 1.300 -0.701 -0.418
H -0.253 -0.077 0.674
H -0.114 0.602 -0.614
H 0.211 0.115 0.036
H 0.343 -0.373 -0.069
C -0.554 0.067 -0.373
C 0.993 0.406 -0.859
C 1.500 -2.399 -0.268
C -0.291 1.299 0.507
C 0.369 -0.105 -2.495
C -0.050 1.653 -2.179
N -2.887 -0.007 -1.277
O 0.152 0.297 -0.165
C -0.243 -1.885 1.948
C -0.446 -0.554 1.147
C -0.274 0.753 0.832
H -0.331 0.033 -0.165
H 0.067 0.075 -0.146
H -0.133 0.294 0.757
H 0.086 0.222 -0.139
H 0.264 0.914 0.434
H -0.370 -0.435 0.094
H 0.243 -0.030 0.164
H 0.625 -1.357 1.112
H 0.591 0.278 1.239
H -0.186 -0.034 -0.080
H -0.078 0.161 -0.436
H 0.270 0.043 0.019
H 0.237 -0.333 -0.009
H -0.070 -0.277 0.227
H -0.858 0.854 -0.392
H 0.175 -0.173 0.519
H 0.036 0.124 -0.085
H 0.659 0.013 -0.594
H 0.723 0.012 0.540
C 0.205 -0.728 -0.477
C 0.184 0.709 2.068
C -0.542 -0.444 -3.418
C 0.153 0.844 -0.326
C -0.625 -1.589 1.590
C 0.535 0.762 -0.756
N 1.940 1.857 0.763
O 0.347 -0.179 -0.549
C -1.120 0.732 1.527
C 0.269 -0.999 -0.532
C -1.257 0.171 -0.184
H -0.438 0.248 0.552
H -0.175 0.340 -0.472
H 0.015 -0.272 0.174
H 0.082 -0.282 0.302
H -0.156 0.297 0.850
H -0.644 -0.406 0.225
H 0.009 0.627 0.241
H 0.252 -0.064 0.074
H -0.053 0.167 -0.179
H 0.774 0.279 0.141
H 0.075 -0.495 0.012
H -0.132 -0.860 -0.657
H -0.195 0.008 0.191
H 0.132 0.449 -0.028
H -0.132 -0.158 -0.153
H 0.869 0.078 -0.236
H 0.388 0.188 -0.116
H -0.300 -0.807 -0.578
H -0.572 -0.508 -0.086
C -0.313 1.964 -0.930
C -1.133 -0.547 0.149
C 1.313 -2.308 0.554
C 1.248 0.543 0.562
C -0.544 1.678 2.686
C 1.713 0.350 1.181
N -2.137 -1.720 0.918
O 0.304 -0.344 0.192
C 0.224 -0.066 0.986
C -0.546 2.216 -0.902
C -0.423 -0.855 -0.740
H 0.842 -0.004 0.690
H 0.225 -0.404 -0.917
H -0.222 0.030 -0.296
H -0.106 0.437 -0.142
H -0.055 -0.112 0.152
H -0.381 -0.085 -0.220
H 0.385 0.570 0.278
H -0.216 -0.970 -1.847
H -0.168 -0.283 -0.816
H -0.358 -0.497 -0.470
H -0.176 -0.022 -0.092
H -0.311 0.524 -0.084
H -0.361 -0.477 -0.140
H 0.176 -0.727 -0.102
H 0.303 0.035 -0.515
H 0.430 0.388 0.299
H 0.138 0.254 0.327
H 0.026 -0.026 -0.129
H -0.029 0.481 -0.695
C 0.783 -0.456 0.056
C -2.344 2.148 -2.057
C 0.412 -2.177 2.186
C -1.002 0.346 -0.773
C 1.640 0.620 -1.277
C -0.097 0.721 0.406
N 1.657 1.077 1.292
O 0.354 -1.587 -0.213
C 0.902 1.124 1.224
C -0.431 -2.938 -0.600
C -0.042 -0.019 1.597
H -0.305 -0.574 -0.167
H 0.185 0.175 -0.662
H 0.210 0.360 0.151
H -0.502 0.041 -0.426
H 0.284 0.571 0.825
H -0.149 -0.144 0.281
H -0.041 0.244 -0.134
H -0.428 -0.743 -1.018
H -0.798 0.498 0.612
H 0.047 -0.575 0.112
H -0.540 0.467 0.164
H 0.057 -1.181 -0.190
H 0.481 0.737 -0.191
H -0.213 0.165 0.251
H -0.342 0.390 -0.118
H 0.346 -0.192 0.388
H 0.267 0.141 -0.744
H -0.256 0.170 -0.599
H -0.086 0.400 -0.172

HOMO-LUMO gap, eV: 8.29
LUMO, eV: 0.4
Total energy, eV: -160337.0924
Largest force on an atom, hartree/bohr: 0.094

Here are the Löwdin charges for atoms 1 to 6, given in e: -0.043, -0.411, -0.222, -0.181, -0.080, 0.043